Formula: C81H189N9O27
Source: the OMol25 dataset
Level of theory: ωB97M-V/def2-TZVPD

Each line ends with the Mulliken charge.
Geometry (Å):
O 2.5696 4.7144 -0.1840  -0.430
O -1.1020 -4.1956 3.4944  0.030
O -0.8502 0.5808 -0.8964  0.743
O -5.1131 4.4162 -4.6775  -0.137
O -3.3314 3.1148 -5.0838  -0.132
O 2.8993 -4.0005 -0.1852  0.449
O -2.2042 -5.5125 9.1779  -0.298
O 4.0781 3.0460 -0.1948  -0.468
O 2.0037 0.9781 -8.1587  -0.328
O -0.8995 -5.9852 4.9482  -0.406
O 0.9357 2.7923 -7.2090  -0.519
O -0.8245 4.6152 -3.5330  0.166
O 3.7552 -5.4894 -1.4264  -0.188
O -2.4423 -6.0829 3.3820  -0.494
O -4.3279 -5.9282 8.4885  -0.596
O 0.9271 -0.1224 0.2664  -0.367
O -0.5584 -6.3377 -0.5015  -0.020
O -3.0051 -4.1997 7.7754  -0.282
O -3.8586 4.8071 -6.5180  -0.616
O 4.7863 4.9945 -0.8142  -0.421
O 0.8603 0.7309 -6.2578  0.163
O 0.0885 6.4789 -2.5625  -0.503
O -2.1785 -6.5040 -1.8367  0.056
O -1.1355 -1.0211 0.4208  0.375
O -0.2470 -7.7163 -2.2786  -0.678
O 4.5448 -3.3585 -1.7359  -0.628
O -0.0759 6.3941 -4.6821  -0.402
N 2.6640 -1.1511 4.5158  1.287
N -3.6183 4.2424 0.1698  1.766
N 5.4767 -5.7070 4.8399  0.154
N -0.4092 4.1684 4.4753  0.223
N 4.8234 -0.1891 -5.1684  1.046
N 3.9520 6.2587 -6.1728  0.114
N -5.2994 0.7849 5.5784  -0.015
N -1.0756 -2.5298 -4.3558  0.785
N -6.2337 -1.9784 -1.0560  0.129
C -1.6613 -4.8282 -5.1876  -1.189
C 2.8109 -2.7395 0.4205  0.048
C -3.9366 -0.5582 3.9630  -0.207
C 3.7703 -4.1908 -1.2132  0.418
C -1.8392 3.9272 4.5630  2.061
C 3.6179 0.2504 -3.0165  0.635
C 4.5393 6.3167 -1.3145  -0.357
C 0.2169 -0.8428 5.0471  0.038
C 3.1594 7.3578 -5.5635  0.418
C -1.4471 -5.3166 3.9080  0.332
C 2.3810 1.6874 -9.4019  -0.708
C 2.8310 -0.2914 3.3068  1.023
C -2.4773 4.9200 5.5755  -1.933
C -0.3038 4.1575 1.9731  -0.333
C -2.3285 -0.4243 -3.7236  0.500
C 4.5929 -6.0320 -2.4067  -0.811
C 5.8293 -5.0646 6.1145  -0.257
C 6.0514 4.9189 -6.5196  -1.027
C -0.5240 6.0168 -5.9566  -0.487
C -5.4085 -1.4268 -2.1655  0.517
C 3.4819 -1.8083 6.7672  -1.182
C -7.2731 2.0894 4.7633  -1.590
C 3.9786 8.6816 -5.6020  -1.590
C -2.9223 -7.2140 -2.7439  -0.971
C -0.9123 -6.9244 -1.5861  0.603
C -6.0345 -1.2676 0.2141  0.328
C 0.2115 -5.4242 5.6587  -0.219
C -6.8147 -1.9704 1.4080  -1.449
C 4.5734 -0.6251 -3.7824  -1.362
C 6.9188 -5.8582 6.9431  -1.437
C -0.2672 -0.1820 -0.0477  -0.095
C 3.7374 4.3427 -0.3660  0.691
C -2.1756 -6.7082 9.9678  -0.732
C -4.9713 5.4321 -1.6265  -1.280
C -4.0648 5.8765 2.0098  -1.665
C 0.2344 3.5985 3.3053  0.339
C 5.4323 -1.2883 -5.9731  -0.493
C -3.5419 1.9141 0.6267  0.955
C -3.9588 0.3200 5.1833  0.630
C -5.7306 1.7386 4.6580  0.391
C -5.8025 0.0187 -2.4823  -1.509
C 2.8421 4.3019 -4.9111  0.410
C -4.7080 -4.0154 -0.5801  0.542
C -4.4496 4.6088 1.2630  0.445
C -0.0606 6.0043 -1.2336  -0.124
C -3.8794 -3.8313 6.7237  -0.486
C 3.0676 5.1018 -6.2038  -0.933
C 1.2053 1.5902 -7.2162  0.271
C -2.1657 2.7208 -5.8400  -0.385
C 1.3380 -1.8325 4.5963  0.616
C -0.3037 5.7222 -3.5819  0.345
C 7.6631 -5.0438 3.6153  -0.954
C -0.0685 1.5920 -1.5489  0.261
C 3.2305 -0.6463 5.7930  -0.321
C 3.7818 -5.8179 2.9460  -1.032
C 3.0468 2.1165 -0.0109  0.429
C 0.2530 2.4434 6.2249  -0.262
C -2.3805 -1.8060 -4.4282  -0.931
C 0.3164 3.9520 5.7730  -0.944
C 1.2600 -0.6553 -6.3015  0.256
C -3.5984 5.2296 -0.9424  -0.203
C -0.8808 -1.8382 1.6025  0.199
C -4.0778 4.1734 -5.5200  0.577
C -3.2035 -5.5993 2.2391  -0.336
C 5.3768 1.1299 -5.2799  -0.347
C 5.4025 -1.0465 -7.5100  -1.123
C 4.3077 -0.1752 2.8883  -1.430
C -6.0714 5.4091 -5.0433  -0.973
C -6.0667 -3.4129 -0.9832  -1.778
C 6.6959 1.3821 -4.5399  -1.462
C 0.5677 -3.5334 -2.7850  -1.026
C -3.2779 -5.2885 8.4672  0.756
C -0.9152 -3.5596 -5.4302  -0.945
C -5.1620 0.5093 8.0984  -1.335
C 0.7304 -6.4991 0.0859  -0.439
C -5.2221 1.5051 6.9186  0.057
C -0.8468 -3.0280 -2.9870  0.894
C 5.3510 6.0533 -5.7070  -0.172
C -3.9325 2.9356 -0.3719  -1.093
C 6.6340 -6.1035 4.0041  -0.857
C 4.4145 -4.9356 4.1517  0.066
H -5.3542 0.4365 -3.3837  0.576
H 3.8401 4.1212 -4.5117  0.301
H -3.9445 -4.5547 5.9110  0.311
H -4.1148 -3.9683 -1.4933  -0.248
H -4.3768 2.1887 6.9975  0.003
H 7.0681 -5.5201 7.9686  0.423
H -0.0769 -2.5695 1.5188  -0.387
H 1.5419 1.9039 -10.0631  0.297
H 2.2599 4.9064 -4.2156  -0.570
H 3.4351 1.1016 0.0745  -0.142
H -6.1081 2.1260 7.0513  0.405
H 0.2377 4.9677 -1.0770  -0.043
H -5.1151 2.6248 4.8126  -0.162
H 4.1661 -0.0876 5.7682  0.605
H -4.4007 6.7704 1.4842  0.387
H -2.1753 4.7181 6.6032  0.465
H -0.2272 5.2448 1.9762  0.362
H 4.7809 0.2656 3.7657  0.544
H -0.6184 -1.1327 2.3908  0.085
H -4.1619 -0.0139 3.0458  -0.028
H -6.6742 -3.9474 -0.2529  0.514
H -2.7019 -5.5901 1.2714  0.124
H -0.1355 4.5195 6.5865  0.332
H 0.6946 -4.6830 5.0221  -0.181
H -3.1721 -2.4592 -4.0612  0.035
H -5.4566 4.5389 -2.0200  0.192
H -5.5119 4.5147 1.0374  0.463
H -2.2824 2.9247 -6.9044  0.574
H -3.3388 1.2094 5.0711  -0.600
H 4.1069 -1.6101 -3.7642  0.230
H -1.1089 5.9487 -0.9402  0.014
H 2.5765 0.1077 6.2311  -0.076
H 2.3350 -0.7366 -6.4621  -0.250
H 3.9470 6.9912 -0.6962  0.276
H 4.4250 -0.6867 -7.8313  0.029
H 0.9218 -5.9106 0.9832  -0.139
H 5.4881 6.8530 -1.3087  0.321
H 3.0094 6.9557 -4.5616  -0.042
H 1.2833 -2.9377 -3.3518  0.083
H -1.1442 -3.1351 -6.4076  0.675
H 7.1398 -6.9239 4.5132  0.488
H 0.6018 -4.5387 -3.2048  0.469
H 6.4560 -6.8232 7.1496  0.368
H 5.8008 5.0174 -7.5758  0.379
H 1.8928 -2.6419 0.9998  -0.320
H -4.4787 5.8386 3.0174  0.455
H 5.8420 6.9640 -6.0499  0.581
H -0.7359 2.1728 -2.1856  -0.252
H 0.3650 2.2653 -0.8094  -0.535
H 7.8493 -6.0506 6.4090  0.278
H -6.2327 5.4615 -6.1201  0.410
H 0.6112 1.8161 5.4087  -0.126
H -2.3152 -7.3073 -3.6443  0.467
H 4.2440 -7.0258 -2.6872  0.268
H -2.6288 -1.6574 -5.4791  0.529
H -5.7748 5.9612 -1.1142  0.263
H 2.6953 -1.9074 -0.2740  -0.404
H 4.8805 -2.2003 -5.7454  0.293
H -5.5321 1.4075 3.6386  -0.005
H -2.9793 5.8858 2.1079  0.201
H 2.6627 0.3348 -3.5346  -0.313
H -3.8852 -6.7245 -2.8899  0.172
H 4.1700 -2.4892 6.2662  0.107
H 4.9442 8.6849 -5.0962  0.331
H 0.1943 2.5112 3.2402  -0.468
H 3.9823 6.2641 -2.2500  -0.025
H -3.4648 -0.2798 5.9478  0.437
H 4.5704 -5.4136 -3.3041  0.300
H -6.8698 0.0463 -2.7017  0.417
H -1.3122 -5.4258 -6.0296  0.457
H -3.1423 -8.1831 -2.2961  0.322
H 6.2975 -6.6318 3.1119  0.392
H -4.8703 -5.0629 -0.3260  0.424
H 2.5107 2.0992 -0.9598  -0.312
H -6.2596 -3.8649 -1.9561  0.503
H -6.8135 -1.3596 2.3108  0.356
H -5.5694 0.7507 -1.7091  -0.306
H -3.9845 1.9191 1.6228  -0.611
H 3.0638 1.0180 -9.9252  0.230
H -2.3727 -0.3944 -2.6349  -0.341
H 1.4780 -6.3772 -0.6979  0.209
H -0.1948 -4.7637 6.4248  0.295
H -1.4569 0.1892 -3.9516  -0.283
H -5.0424 1.0156 9.0562  0.415
H -5.9193 6.4549 -4.7763  0.346
H 5.3559 5.8826 -4.6304  0.074
H 1.2703 3.8868 3.4840  0.542
H 2.4095 3.3048 -4.9932  0.113
H 4.4699 0.4151 1.9864  0.221
H -1.9998 2.9194 4.9459  -0.806
H 2.5449 -2.3214 6.9835  0.197
H -7.9363 1.2291 4.6736  0.332
H 0.8680 -6.1630 6.1183  0.390
H -7.4744 2.6861 5.6530  0.395
H -7.8287 -2.2679 1.1408  0.382
H -2.1309 -7.6099 9.3569  0.310
H 2.0928 5.4080 -6.5834  0.334
H -2.0924 1.6398 -5.7211  0.088
H 0.8138 -3.6884 -1.7345  0.088
H 5.7199 3.9554 -6.1324  -0.158
H -3.5634 4.8752 5.6552  0.378
H 6.5619 1.3653 -3.4583  0.273
H -3.2275 6.2142 -0.6576  0.535
H -6.4508 -0.2636 0.1319  0.402
H 7.1522 2.3572 -4.7106  0.352
H 5.6290 1.3413 -6.3190  0.599
H -6.3103 -2.9085 1.6394  0.193
H -7.0430 5.1751 -4.6081  0.299
H -4.0541 -3.4979 0.1219  -0.217
H 1.1501 -1.1033 -5.3139  -0.260
H 7.0972 -4.2244 3.1722  0.180
H -1.5822 -5.3606 -4.2398  -0.011
H -3.2130 0.1274 -4.0421  0.330
H -1.2562 3.1757 -5.4475  -0.058
H -0.1089 6.6529 -6.7384  0.305
H 2.2898 -0.7723 2.4919  -0.607
H 6.1374 -0.3228 -7.8625  0.335
H 3.4334 -6.7693 3.3480  0.406
H -3.6024 0.8793 0.2895  0.030
H -2.2174 5.9202 5.2287  0.370
H 3.3523 9.5251 -5.3118  0.451
H -6.1044 -0.0257 8.2159  0.342
H 0.7139 -1.2359 -7.0450  0.465
H 0.8304 -7.5663 0.2842  0.485
H 4.8501 -4.0007 3.7991  0.088
H 0.1652 3.8404 1.0417  -0.490
H 7.4467 0.6149 -4.7292  0.312
H -4.3733 -1.3040 -1.8472  -0.198
H -2.4749 2.0548 0.7995  -0.506
H -4.7875 6.0450 -2.5089  0.450
H 0.8068 2.2478 7.1432  0.580
H 2.1959 7.4364 -6.0670  0.052
H 6.4265 -1.4800 -5.5694  0.503
H -4.8864 -3.5947 7.0672  0.426
H -2.7173 -4.5654 -5.2500  0.282
H 4.4729 -5.9386 2.1118  0.351
H 4.7969 -1.1305 2.6977  0.107
H 8.4263 -5.3553 2.9022  0.410
H -2.9081 -0.9016 3.8522  -0.295
H -4.9232 2.7297 -0.7770  0.177
H -0.9049 -2.1844 -2.2992  -0.688
H 5.4831 -1.9588 -8.1011  0.426
H -3.3139 2.7415 -1.2481  0.236
H 3.3410 4.3697 -6.9637  0.075
H -5.4874 -2.0405 -3.0629  0.574
H 2.3556 0.6885 3.3496  -0.253
H 6.1947 -4.0419 6.0210  0.299
H -2.3449 3.9750 3.5986  -0.720
H -3.1067 -6.9535 10.4788  0.312
H 5.4726 -0.6122 -3.1665  0.216
H -4.4225 -0.2721 7.9232  0.208
H 0.7048 1.2228 -2.2225  -0.077
H 1.3686 4.2340 5.8104  0.459
H -2.8194 4.9694 -1.6589  -0.389
H 8.2415 -4.6391 4.4458  0.266
H 2.4181 2.3656 0.8439  0.490
H -0.7286 2.0003 6.3934  0.040
H -3.4695 -2.9217 6.2846  -0.023
H 4.0467 1.1888 -2.6646  0.249
H -1.6136 6.0469 -5.9548  0.273
H 1.3181 -2.7449 5.1923  -0.458
H 3.5652 -4.5851 4.7381  0.021
H -4.2460 3.8697 2.0378  -0.688
H -3.4818 -4.5970 2.5647  0.085
H -1.3043 -6.7604 10.6206  0.276
H 4.1879 8.9353 -6.6412  0.373
H 1.0848 -2.1993 3.6016  -0.636
H 7.1298 4.8580 -6.3728  0.458
H -0.2643 4.9836 -6.1869  0.111
H -7.5084 2.7860 3.9586  0.436
H 4.6481 1.8980 -5.0210  -0.289
H 0.1361 -3.8281 -5.5342  0.369
H -4.1312 -6.1707 2.2089  0.404
H 2.8626 2.5914 -9.0292  0.267
H -4.5470 -1.4432 4.1427  0.248
H 3.8994 -1.3688 7.6731  0.532
H 0.1944 -0.5083 6.0842  0.541
H -1.3528 3.9351 1.7778  -0.352
H -0.7542 -1.3069 4.8747  -0.070
H 0.4744 6.6212 -0.5115  0.428
H 3.6586 -2.4868 1.0573  0.547
H -1.7857 -2.3519 1.9273  -0.027
H -1.6270 -3.7351 -2.7052  0.000
H 3.4159 -0.2769 -2.0842  -0.227
H 0.2790 -0.0325 4.3207  -0.622
H -4.9808 -1.1209 0.4513  -0.156
H 5.5680 -6.1965 -1.9483  0.303
H 2.9112 -5.3382 2.4987  0.001
H 4.9245 -5.0662 6.7224  0.374

Forces on atoms 1 to 6 (eV/Å):
2.58 0.22 -0.51
-0.77 -2.52 1.00
-0.88 1.34 -1.89
0.58 -0.32 0.16
-1.27 1.10 0.13
0.43 -0.38 -0.99

Computed properties:
E_tot, eV: -155748.628
Spin multiplicity: 1